C34H41ClN4P2Pd | ωB97M-V/def2-TZVPD

## Properties
Strongest force on any atom = 3.30 eV/A
Multiplicity = 5
E_LUMO (spin up / spin down) = -5.6 / -10.0 eV
Total charge = +2
Kohn-Sham gap (spin up / spin down) = 3.59 / 1.60 eV
Highest occupied orbital energy (spin up / spin down) = -9.15 / -11.58 eV
Expectation value of S² = 6.03
Energy relative to the best compared isomer or geometry (same formula, charge and spin) = 37.2 kcal per mole
Total energy = -2809.0598 a.u.

Element x y z (Å)
Pd -0.38402 -2.54029 3.89222
C -1.07707 2.40187 3.32150
C -1.36100 1.44462 2.43390
C -0.74104 1.16025 1.10702
C 0.57045 0.34351 0.99155
C 1.72884 0.71390 1.86310
C 1.79349 1.81709 2.61365
C 1.13139 3.11407 2.22950
C -0.03362 3.45129 3.16489
C 1.34466 -1.79313 4.51836
H -1.71163 2.50292 4.20402
H -2.18523 0.75305 2.64429
H -0.61756 2.09351 0.53900
H -1.47743 0.50538 0.60161
H 0.33210 -0.72590 1.14780
H 0.88536 0.45176 -0.06094
H 2.50040 -0.05536 1.94006
H 2.49284 1.88906 3.45564
H 0.78639 3.11638 1.18622
H 1.86888 3.93357 2.35567
H 0.37434 3.69419 4.15103
H -0.53707 4.34252 2.78323
H 1.15882 -0.69910 4.39584
H 2.11873 -2.16272 3.82993
H 1.51110 -2.07377 5.57838
P 1.57692 -1.05892 -3.00257
P -1.86217 -0.50185 -2.72144
N 3.00465 -0.03696 -3.22902
N 2.21080 -2.30015 -4.14402
N -2.13230 1.23934 -2.92275
N -3.47490 -0.88427 -3.36261
C 0.53609 -0.16973 -4.22227
C -0.90503 -0.72678 -4.31156
C 3.69921 0.52986 -2.15356
C 4.65328 1.40994 -2.65451
C 4.56431 1.36902 -4.08289
C 3.54627 0.48929 -4.40414
C 2.43741 -3.62399 -3.76243
C 2.81040 -4.36592 -4.87183
C 2.86814 -3.46257 -5.97979
C 2.46848 -2.22391 -5.50799
C -2.01278 2.06271 -1.79622
C -1.90754 3.38374 -2.20307
C -2.05937 3.39582 -3.62463
C -2.16319 2.07529 -4.04420
C -4.26617 -0.19508 -4.29138
C -5.27112 -1.03415 -4.75340
C -5.11682 -2.28649 -4.07243
C -4.01826 -2.17414 -3.23578
H 0.98315 -0.18247 -5.22656
H 0.52813 0.88170 -3.89631
H -1.43284 -0.24301 -5.15357
H -0.88464 -1.81495 -4.50684
H 3.43330 0.25863 -1.14539
H 5.32468 2.02348 -2.07549
H 5.16974 1.90090 -4.80605
H 3.15588 0.23207 -5.37563
H 2.28471 -3.90915 -2.73329
H 3.00638 -5.42688 -4.89943
H 3.15794 -3.67552 -6.99229
H 2.31695 -1.31983 -6.07171
H -2.06460 1.62164 -0.81804
H -1.72945 4.23555 -1.55413
H -2.10268 4.26223 -4.26538
H -2.29101 1.68190 -5.03902
H -4.06909 0.82613 -4.55748
H -6.00333 -0.76267 -5.49722
H -5.73674 -3.16250 -4.21168
H -3.55286 -2.88594 -2.57053
Cl -0.18243 1.49072 6.22143
C -0.33958 0.06066 7.19206
C -0.04265 0.22824 8.54148
C -0.10962 -0.87017 9.40658
C -0.55606 -2.10084 8.92177
C -0.96454 -2.24077 7.58702
C -0.81223 -1.16821 6.67523
C -1.22610 -1.22470 5.23143
H 0.22241 1.20888 8.92113
H 0.19405 -0.75499 10.44776
H -0.64662 -2.96361 9.59602
H -1.42225 -3.16211 7.22642
H -2.31231 -1.37272 5.12530
H -0.95413 -0.26042 4.76938

C5H9NO2 | ωB97M-V/def2-TZVPD

## Properties
Strongest force on any atom = 5.08 eV/A
E_LUMO = -3.2 eV
Total charge = 0
Kohn-Sham gap = 5.19 eV
Highest occupied orbital energy = -8.35 eV
Energy relative to the best compared isomer or geometry (same formula, charge and spin) = 268.9 kcal per mole
Total energy = -400.7482 a.u.

Element x y z (Å)
C 2.20149 -0.18112 0.58829
N 1.05121 -0.97018 0.87171
C -0.11778 -0.40381 0.87945
C -0.51379 0.29614 -0.77884
C -1.24581 -0.56320 -0.00310
O 1.55503 1.01598 -1.65693
C -2.75703 -0.59885 0.30136
O -2.96844 0.62361 0.71655
H 3.07877 -0.81974 0.51076
H 2.00550 0.28288 -0.44997
H 2.39232 0.67906 1.23910
H -3.33589 -0.84105 -0.59075
H -2.82092 -1.42833 1.02405
H 0.35346 -0.03786 -1.38783
H -0.72364 1.34435 -0.93121
H -0.48731 0.18475 1.73928
H 2.33281 1.41735 -2.07192

CH3Na6O5 | ωB97M-V/def2-TZVPD

## Properties
Strongest force on any atom = 3.83 eV/A
E_LUMO = -10.1 eV
Total charge = +3
Kohn-Sham gap = 1.90 eV
Highest occupied orbital energy = -11.97 eV
Total energy = -1388.8128 a.u.

Element x y z (Å)
Na -2.44408 -0.02795 0.04881
Na 3.02043 -0.88074 -1.73366
Na 0.64426 -3.83783 2.20299
Na 2.11523 3.99534 2.30717
Na 4.51498 -0.56930 3.55346
Na -0.66818 0.62273 5.22825
O 0.92542 0.48043 1.33956
H 0.50063 0.85179 0.54196
C -0.61421 -3.55656 -3.56023
O -1.70004 -4.07808 -3.96273
O -0.47949 -3.23336 -2.39211
O 0.40195 -3.73430 -4.26050
O -1.74768 4.51596 0.39505
H -1.82592 5.25794 -0.20460
H -2.64336 4.19395 0.49656

C2H7N2P | ωB97M-V/def2-TZVPD

## Properties
Strongest force on any atom = 3.09 eV/A
E_LUMO (spin up / spin down) = 0.1 / 0.1 eV
Total charge = 0
Kohn-Sham gap (spin up / spin down) = 7.96 / 7.96 eV
Highest occupied orbital energy (spin up / spin down) = -7.86 / -7.87 eV
Energy relative to the best compared isomer or geometry (same formula, charge and spin) = 72.8 kcal per mole
Total energy = -531.1359 a.u.

Element x y z (Å)
C -0.85525 0.48078 -0.18538
C 0.54027 1.07800 0.21786
N -0.99034 -0.82463 0.29966
N -0.04201 -1.72661 -0.19742
P 1.86943 -0.22722 0.07976
H -1.77261 1.05551 -0.03070
H -0.84007 0.34163 -1.30034
H 0.72986 1.88016 -0.47421
H 0.45819 1.55836 1.15928
H -0.87341 -0.80208 1.26421
H 0.11625 -2.64306 0.38398
H 1.65969 -0.17084 -1.21670

C3HFO2Pd | ωB97M-V/def2-TZVPD

## Properties
Strongest force on any atom = 8.63 eV/A
Multiplicity = 3
E_LUMO (spin up / spin down) = -13.1 / -14.8 eV
Total charge = +2
Kohn-Sham gap (spin up / spin down) = 7.35 / 7.09 eV
Highest occupied orbital energy (spin up / spin down) = -20.44 / -21.88 eV
Expectation value of S² = 2.01
Energy relative to the best compared isomer or geometry (same formula, charge and spin) = 61.6 kcal per mole
Total energy = -492.0615 a.u.

Element x y z (Å)
H 0.04485 1.56009 0.93380
O -0.18283 0.21876 -1.31949
O -0.34222 -0.64939 0.64260
C 0.61052 1.03337 -0.62782
C 0.57780 0.47554 0.73121
C -0.70543 -0.79832 -0.55950
F 1.69153 0.14899 1.33782
Pd -1.69421 -1.98905 -1.13863

C5H6N2O2 | ωB97M-V/def2-TZVPD

## Properties
Strongest force on any atom = 6.74 eV/A
E_LUMO = 0.6 eV
Total charge = 0
Kohn-Sham gap = 10.38 eV
Highest occupied orbital energy = -9.83 eV
Energy relative to the best compared isomer or geometry (same formula, charge and spin) = 116.0 kcal per mole
Total energy = -453.9493 a.u.

Element x y z (Å)
C -3.45553 -0.77489 -0.17918
C -1.88849 0.54000 -0.02867
C 0.79853 -0.36383 -0.58481
C 0.92845 0.07099 0.84683
C 0.16764 0.90146 -0.14332
N -3.96996 0.34138 0.19932
N -2.91979 1.19685 0.21504
O -2.10552 -0.73639 -0.35948
O 0.51160 2.00790 -0.73053
H -4.02197 -1.64667 -0.47210
H 1.70299 -0.32987 -1.17803
H 0.14238 -1.21500 -0.63532
H 0.24029 -0.55828 1.50732
H 1.89656 0.37626 1.15747
H 0.66645 2.83568 -0.07153